95
Properties=species:S:1:pos:R:3:lowdin_charge:R:1 method="wB97M-V/def2-TZVPD" molar_mass_g_mol=761.91 lumo_energy_ev="-4.66 / -8.33" spin_multiplicity=5 total_charge=+2 homo_ev="-14.3 / -14.2"
Ir -0.1613 0.1916 1.1375 1.585
C -0.3206 -3.5449 2.1397 -0.048
C -1.6446 -2.9025 1.7024 -0.377
C -2.8079 -3.8734 1.8838 -0.050
C -1.5407 -2.4479 0.2808 -0.221
C -1.9782 -3.0369 -0.8746 0.082
C -1.5575 -2.2190 -1.9384 -0.134
C -1.9452 -2.4512 -3.3705 -0.329
C -0.8169 -2.4471 -4.4014 -0.038
C -3.0835 -1.4862 -3.7332 -0.024
N -0.8904 -1.1775 -1.4201 0.082
N -0.8791 -1.2999 -0.0589 -0.078
B -0.1637 0.0693 -2.0159 -0.472
N 1.2862 0.0914 -1.4631 0.066
N 1.4901 0.2901 -0.1259 -0.060
C 2.8265 0.4221 0.0735 -0.230
C 3.4651 0.3040 -1.1398 0.083
C 2.4680 0.0793 -2.0939 -0.158
C 2.6418 -0.2200 -3.5505 -0.358
C 2.8442 -1.7334 -3.7174 -0.032
C 3.8106 0.5637 -4.1453 -0.046
C 3.4510 0.5800 1.4239 -0.350
C 2.8142 1.7043 2.2422 -0.057
C 3.4461 -0.7666 2.1545 -0.056
N -0.8786 1.3595 -1.5265 0.069
N -1.0747 1.5374 -0.1819 -0.061
C -1.6998 2.7280 -0.0010 -0.217
C -1.8856 3.3074 -1.2398 0.067
C -1.3408 2.4414 -2.1810 -0.149
C -1.1846 2.7538 -3.6459 -0.330
C 0.2960 2.9401 -3.9978 -0.027
C -1.8890 1.8013 -4.6121 -0.045
C -2.0875 3.3248 1.3215 -0.354
C -1.2744 4.5994 1.5801 -0.039
C -1.9607 2.3722 2.4947 -0.099
H -0.3967 -3.9002 3.1682 0.080
H 0.5166 -2.8457 2.0755 0.056
H -0.0875 -4.4037 1.5082 0.099
H -1.8232 -2.0162 2.3208 0.108
H -2.6355 -4.7941 1.3229 0.091
H -3.7517 -3.4402 1.5529 0.094
H -2.9089 -4.1452 2.9341 0.088
H -2.5381 -3.9515 -0.9750 0.135
H -2.3616 -3.4606 -3.3677 0.142
H -0.3717 -1.4642 -4.5395 0.055
H -1.2272 -2.7609 -5.3611 0.095
H -0.0295 -3.1519 -4.1340 0.083
H -2.7557 -0.4506 -3.6494 0.046
H -3.9444 -1.6267 -3.0786 0.094
H -3.4038 -1.6631 -4.7598 0.099
H -0.1546 0.0260 -3.1941 0.097
H 4.5268 0.3532 -1.3155 0.135
H 1.7297 0.0597 -4.0773 0.106
H 3.7938 -2.0410 -3.2758 0.093
H 2.8612 -1.9939 -4.7757 0.096
H 2.0456 -2.2998 -3.2363 0.070
H 4.7640 0.2062 -3.7527 0.086
H 3.7312 1.6319 -3.9389 0.089
H 3.8312 0.4291 -5.2262 0.094
H 4.4915 0.8523 1.2393 0.148
H 1.7488 1.5228 2.4320 0.016
H 2.8895 2.6631 1.7287 0.095
H 3.3080 1.7930 3.2105 0.092
H 2.4244 -1.1196 2.3203 0.021
H 3.9399 -0.6832 3.1230 0.090
H 3.9621 -1.5291 1.5706 0.095
H -2.3463 4.2593 -1.4470 0.138
H -1.6690 3.7263 -3.7528 0.142
H 0.8416 2.0002 -3.9109 0.054
H 0.7723 3.6740 -3.3461 0.095
H 0.3892 3.2889 -5.0262 0.096
H -1.3978 0.8307 -4.6633 0.053
H -1.8668 2.2335 -5.6126 0.096
H -2.9343 1.6534 -4.3393 0.089
H -3.1391 3.6046 1.2199 0.155
H -0.2132 4.3601 1.6921 0.087
H -1.6172 5.0881 2.4918 0.091
H -1.3724 5.3093 0.7600 0.085
H -0.9037 2.1199 2.6635 0.031
H -2.5522 1.4612 2.3789 0.083
H -2.2731 2.8594 3.4198 0.099
O -0.2626 -0.3204 3.2190 -0.720
S 0.7329 -0.4809 4.4051 1.023
C 0.3379 0.8625 5.5384 -0.297
C 0.3148 0.2084 6.9156 -0.211
C -0.4998 -1.0755 6.7474 -0.199
C 0.0027 -1.7583 5.4699 -0.277
H -0.6484 1.2184 5.2333 0.104
H 1.0765 1.6527 5.4169 0.100
H -0.1226 0.8827 7.6496 0.130
H 1.3306 -0.0180 7.2473 0.126
H -1.5595 -0.8388 6.6525 0.125
H -0.3854 -1.7384 7.6025 0.127
H -0.7750 -2.2273 4.8684 0.088
H 0.7916 -2.4860 5.6569 0.104



55
Properties=species:S:1:pos:R:3:lowdin_charge:R:1 method="wB97M-V/def2-TZVPD" molar_mass_g_mol=919.93 lumo_energy_ev="4.48 / 3.21" spin_multiplicity=4 total_charge=-2 homo_ev="-0.9 / -2.0"
Co 0.4192 0.4410 0.0511 0.219
C -2.0405 2.1970 0.8097 -0.111
N -1.7735 1.0177 -0.0092 -0.293
C -2.7387 -0.0241 0.3146 -0.093
C -1.8283 1.3568 -1.4307 -0.216
C -1.2565 0.2648 -2.3232 -0.208
N -0.0361 -0.3193 -1.7364 -0.112
C 0.8278 -0.9611 -2.5523 -0.212
C 2.1156 -1.3564 -2.0896 -0.199
F 2.4337 -1.1635 -0.8021 0.043
C 3.0712 -1.9218 -2.8896 -0.234
F 4.2742 -2.1975 -2.3471 0.068
C 2.8505 -2.2319 -4.2189 0.023
C 1.5838 -1.9650 -4.6747 -0.243
F 1.2534 -2.3122 -5.9400 0.056
C 0.6084 -1.3776 -3.8996 -0.141
F -0.6169 -1.2813 -4.4700 0.052
H -3.0335 2.6230 0.5839 0.090
H -1.2969 2.9652 0.6151 0.003
H -2.0034 1.9131 1.8630 0.085
H -3.7670 0.3501 0.1857 0.087
H -2.6061 -0.3382 1.3498 0.084
H -2.5969 -0.8951 -0.3219 0.063
H -1.2703 2.2795 -1.5619 0.030
H -2.8707 1.5615 -1.7393 0.129
H -2.0177 -0.5051 -2.4959 0.104
H -1.0508 0.7344 -3.2822 0.089
H 3.6192 -2.6557 -4.8526 0.119
N -0.9127 -2.7604 -0.3743 0.161
C -0.5510 -2.4856 0.9012 -0.456
N -0.7506 -3.4840 1.7849 0.132
C -0.5036 -3.1329 3.0511 -0.509
N -0.7391 -4.1290 3.9907 0.101
N -0.1080 -1.9672 3.5035 0.142
C 0.1030 -1.0198 2.5345 -0.278
N -0.0910 -1.2628 1.1864 0.105
C 0.5268 0.2752 2.8960 -0.215
C 0.7175 0.6555 4.2538 -0.048
C 1.0984 1.9325 4.5486 -0.113
C 1.2928 2.8535 3.4972 -0.086
C 1.0991 2.4239 2.1958 -0.171
N 0.7313 1.1758 1.8673 -0.008
H -0.9677 -3.7370 -0.5991 0.092
H -0.6017 -2.0911 -1.0745 0.057
H -0.6723 -5.0615 3.6228 0.068
H -0.2826 -3.9652 4.8705 0.071
H 0.5354 -0.0911 5.0148 0.088
H 1.2426 2.2362 5.5809 0.088
H 1.5958 3.8784 3.6747 0.089
H 1.2455 3.1018 1.3672 0.046
Se 0.3706 3.5896 -4.2972 -0.007
Sb 1.1801 4.1533 -1.9868 -0.375
Se 1.8302 1.9413 -1.0077 0.257
Se -0.8036 5.2217 -1.0620 -0.197
Se 3.1616 5.5507 -2.0760 -0.312



24
Properties=species:S:1:pos:R:3:lowdin_charge:R:1 method="wB97M-V/def2-TZVPD" molar_mass_g_mol=225.22 lumo_energy_ev=-5.08 spin_multiplicity=1 total_charge=+1 homo_ev=-13.5
C 2.7124 -0.1074 1.4390 -0.097
O 1.4758 -0.0439 2.2415 -0.217
C 0.4399 0.7734 1.5919 -0.168
C -0.7581 -0.0698 0.8575 -0.364
C -0.6307 0.0803 -0.7921 -0.041
N -0.3508 0.3638 -2.0461 0.086
C -0.8851 -1.6404 1.3081 -0.114
C 0.2904 -2.6287 0.7344 -0.108
N 1.1552 -3.4747 0.2388 0.112
S -2.3857 0.7587 1.4191 0.906
O -3.6370 0.0166 0.8670 -0.322
O -2.4342 0.5897 2.9740 -0.303
F -2.4794 2.4131 0.9245 -0.224
H 3.0902 0.9248 1.0356 0.106
H 3.5864 -0.6020 2.0502 0.123
H 2.4951 -0.8054 0.5136 0.092
H -0.0486 1.5712 2.3186 0.154
H 0.9825 1.3968 0.7305 0.145
H -1.9114 -2.0485 0.8546 0.151
H -0.9586 -1.7193 2.4874 0.163
O 0.1018 1.2815 -5.4541 0.333
H 0.0395 1.0657 -4.4889 0.158
H -0.7509 1.0940 -5.9230 0.214
H 0.8615 0.8107 -5.8822 0.214



16
Properties=species:S:1:pos:R:3:lowdin_charge:R:1 method="wB97M-V/def2-TZVPD" molar_mass_g_mol=103.12 lumo_energy_ev=0.22 e_above_lowest_ev=2.971 smiles="C=CC(N)=O.[H][H].C=O" spin_multiplicity=1 homo_ev=-9.9
C 0.2398 1.6178 -0.0118 -0.013
C -0.0967 0.9012 -1.0825 -0.097
C -1.3874 0.1529 -1.2090 -0.581
N -1.8303 -0.4369 -0.0513 0.156
O -2.0034 0.1148 -2.2547 0.053
H 1.1477 2.2140 0.0179 0.070
H -0.4139 1.6886 0.8527 0.073
H 0.5247 0.8900 -1.9690 0.110
H -2.6320 -1.0339 -0.1960 0.110
H -1.1485 -0.7879 0.6093 0.068
H 0.4439 -2.0827 -1.1706 0.058
H 0.7440 -2.1211 -0.4890 0.040
C 1.6014 -0.2716 1.7248 -0.173
O 1.0002 -1.3113 1.8462 -0.045
H 2.4412 -0.1294 1.0198 0.089
H 1.3692 0.5956 2.3632 0.082



Number 1: E -2144.268806 Eh. Number 2: E -12763.767804 Eh. Number 3: E -1142.530475 Eh. Number 4: E -362.976351 Eh.